Record 1
This record from OMol25 describes a 2-piece molecular cluster, C3H12N3 overall. The level of theory is wB97M-V/def2-TZVPD.

```
! RIJCOSX wB97M-V def2-TZVPD def2/J DEFGRID3
* xyz 1 1
C -2.7246 -0.7691 -1.2217
N -1.8617 0.1087 -0.3993
C -0.6942 0.5485 -1.2140
H -3.0865 -0.2183 -2.0883
H -2.2056 -1.6844 -1.5429
H -3.6320 -1.1124 -0.6371
H -1.5132 -0.3702 0.4249
H -0.1417 -0.3252 -1.6019
H -0.0212 1.2341 -0.7466
H -1.0773 1.0907 -2.0734
N 2.8758 -0.7351 1.2724
C 1.9168 0.1422 1.0026
N 1.5430 1.1733 1.7968
H 3.4144 -0.6713 2.1473
H 3.0346 -1.5202 0.6390
H 1.4388 0.0924 0.0287
H 0.7261 1.7381 1.5343
H 2.0085 1.2783 2.6795
*
```

Values from the calculation:
Orbital gap: 7.93 eV
Electronic energy: -285.50480 a.u.
E_LUMO: -4.159 eV
Relative energy (zero: lowest compared OMol25 entry of this formula, charge and spin): 38.0 kcal per mole

***

Record 2
This record from OMol25 describes C10H16CrN7O2S5Se5 as an isolated structure. The level of theory is wB97M-V/def2-TZVPD.

```
! RIJCOSX wB97M-V def2-TZVPD def2/J DEFGRID3
* xyz 0 2
Cr -0.0519 -0.4090 -1.5604
N -0.2937 -2.9788 0.5930
N -1.4343 -3.6030 0.0899
C -1.9384 -3.2034 -1.0934
N -3.0108 -3.8067 -1.6084
N -1.3210 -2.1957 -1.6872
N -1.6999 -1.7333 -2.8730
O -1.0441 -0.6983 -3.1497
O -2.5890 -2.2117 -3.5850
H 0.4553 -3.6509 0.7521
H -0.4885 -2.4749 1.4572
H -1.9423 -4.3020 0.6244
H -3.4783 -4.5608 -1.1436
H -3.3417 -3.4477 -2.5068
Se 0.7878 1.6664 -2.5008
Se 1.2742 0.6991 -4.5313
Se 2.7379 -1.0335 -3.9209
Se 1.6655 -2.0191 -2.1311
C -1.6827 3.4757 -0.9393
N -1.5451 2.9773 0.3973
C -1.1533 3.7188 1.4751
C -1.2150 2.9112 2.5642
N -1.6467 1.6877 2.1422
C -1.8439 0.5414 2.9820
C -1.8162 1.7281 0.8089
Se -2.2916 0.3021 -0.2779
H -2.3379 4.3454 -0.9415
H -2.1183 2.6970 -1.5663
H -0.7067 3.7471 -1.3505
H -0.8670 4.7447 1.3648
H -0.9993 3.1025 3.5947
H -2.1476 0.8703 3.9749
H -0.9165 -0.0315 3.0510
H -2.6260 -0.0744 2.5372
C 3.7285 2.3993 -0.3954
S 3.8409 0.7028 -1.0411
C 3.5485 -0.2782 0.3911
C 2.3558 -0.5092 0.9772
S 0.8214 0.1645 0.5873
S 2.3828 -1.5432 2.3983
C 4.0957 -1.9038 2.3797
S 4.7986 -2.8744 3.4842
S 4.9396 -1.1029 1.0859
H 3.7038 3.0243 -1.2831
H 4.6049 2.6198 0.2077
H 2.8065 2.5210 0.1663
*
```

Values from the calculation:
Orbital gap (spin up / spin down): 5.14 / 5.66 eV
Electronic energy: -15966.88890 a.u.
E_LUMO (spin up / spin down): -1.598 / -1.079 eV
Relative energy (zero: lowest compared OMol25 entry of this formula, charge and spin): 16.0 kcal per mole

***

Record 3
This record from OMol25 describes C15H32As2N2O5Pt as an isolated structure. The level of theory is wB97M-V/def2-TZVPD.

```
! RIJCOSX wB97M-V def2-TZVPD def2/J DEFGRID3
* xyz 0 3
O 0.0130 4.1870 0.2144
H -0.0258 5.1268 -0.0176
Pt -0.3754 0.8741 -0.2126
N -1.4204 -0.0261 -1.7205
N 0.8667 -0.5126 -0.9870
O -2.7084 0.1059 -1.8247
O 2.0805 -0.9913 -0.5110
C -0.7401 -0.7876 -2.6028
C 0.5630 -1.0798 -2.1464
C -1.4395 -1.2525 -3.8169
C 1.5898 -2.0092 -2.6345
H -2.2678 -0.5834 -4.0640
H -1.8485 -2.2569 -3.6751
H -0.7445 -1.2883 -4.6583
H 1.6540 -2.8963 -1.9915
H 2.5771 -1.5371 -2.6722
H 1.3217 -2.3367 -3.6408
H -2.5870 1.6275 -1.2511
H 2.2731 -0.5767 0.3667
O -0.9855 -2.6732 0.6780
H -1.7296 -2.3879 1.2363
H -1.2558 -3.5441 0.3463
C 1.1457 2.4206 -1.0448
H 1.4682 3.2045 -0.3627
H 0.6308 2.8152 -1.9239
H 1.9940 1.8320 -1.4363
O -1.9708 2.4035 -0.9831
H -0.6567 3.7051 -0.3096
H -1.6174 2.6825 -1.8668
C 2.9073 -1.2342 4.3954
As 1.8158 -1.0224 2.7935
C 1.7111 -2.9038 2.2763
C 0.0468 -0.9981 3.7121
C -0.2054 -1.9587 4.6899
C -1.4313 -1.9557 5.3673
C -2.3939 -0.9978 5.0503
C -2.1497 -0.0430 4.0546
C -0.9260 -0.0323 3.3846
As -0.5948 1.3758 2.0087
C -2.0050 2.6916 2.2568
C 0.9248 2.3297 2.7786
H 3.9443 -1.2747 4.0542
H 2.6343 -2.1461 4.9231
H 2.7579 -0.3551 5.0250
H 1.7492 -3.5116 3.1849
H 0.7795 -3.0627 1.7128
H 2.5849 -3.0968 1.6437
H 0.5462 -2.7097 4.9319
H -1.6207 -2.7013 6.1406
H -3.3434 -0.9874 5.5855
H -2.9048 0.7014 3.7987
H -2.1485 2.8463 3.3253
H -1.6623 3.6050 1.7690
H -2.9108 2.3070 1.7876
H 0.9005 3.3439 2.3702
H 1.8621 1.8327 2.5156
H 0.7994 2.3440 3.8658
*
```

Values from the calculation:
Orbital gap (spin up / spin down): 6.61 / 6.75 eV
Electronic energy: -5667.06147 a.u.
E_LUMO (spin up / spin down): 0.516 / -0.534 eV
Relative energy (zero: lowest compared OMol25 entry of this formula, charge and spin): 28.6 kcal per mole

***

Record 4
This record from OMol25 describes one molecule with the formula CH3FIN. The level of theory is wB97M-V/def2-TZVPD.

```
! RIJCOSX wB97M-V def2-TZVPD def2/J DEFGRID3
* xyz 0 1
C -0.1462 -0.4972 -0.1837
N 0.7616 0.4977 0.3214
F 0.2283 -0.8340 -1.4068
I -2.0655 0.3173 -0.5036
H -0.1227 -1.3025 0.5846
H 0.5468 1.4332 -0.1622
H 0.7977 0.3855 1.3502
*
```

Values from the calculation:
Orbital gap: 9.89 eV
Electronic energy: -492.19527 a.u.
E_LUMO: 0.485 eV
Relative energy (zero: lowest compared OMol25 entry of this formula, charge and spin): 1.8 kcal per mole
SMILES: N[C@H](F)I

***

Record 5
This record from OMol25 describes a 2-piece molecular cluster, C2FN3 overall. The level of theory is wB97M-V/def2-TZVPD.

```
! RIJCOSX wB97M-V def2-TZVPD def2/J DEFGRID3
* xyz 0 1
C 1.6471 -0.2180 0.0939
C -1.3289 -0.1361 -0.0170
N 2.7310 -0.3075 -0.1868
N -0.9979 0.9924 -0.5330
N -0.2232 0.4313 0.6044
F -2.2566 -1.0852 0.0130
*
```

Values from the calculation:
Orbital gap (spin up / spin down): 9.20 / 9.20 eV
Electronic energy: -340.09907 a.u.
E_LUMO (spin up / spin down): -1.823 / -1.826 eV
Relative energy (zero: lowest compared OMol25 entry of this formula, charge and spin): 91.8 kcal per mole

***

Record 6
This record from OMol25 describes a 2-piece molecular cluster, C10H16O overall. The level of theory is wB97M-V/def2-TZVPD.

```
! RIJCOSX wB97M-V def2-TZVPD def2/J DEFGRID3
* xyz -1 2
C 2.3572 -1.8088 1.5925
C 3.6515 -2.5517 1.2808
H 1.5148 -2.5122 1.6626
H 2.5339 -1.2427 2.4826
H 2.1025 -1.2808 0.6689
H 3.9618 -3.0634 2.2094
H 4.5329 -2.0037 0.9651
H 3.5239 -3.4200 0.5882
C -1.0174 -1.0379 -0.0135
C -1.1801 -1.5853 -1.4568
C -1.1305 0.4954 -0.1574
C -0.1653 1.3215 -0.6996
C -2.3705 1.0771 0.1114
C -0.3803 2.6692 -1.1083
C -2.5412 2.4756 0.0543
C -1.5683 3.2341 -0.5909
O -1.7037 4.6183 -0.5341
H -1.8739 -1.2323 0.6220
H 0.0239 -1.1673 0.2700
H -0.3327 -1.3675 -2.0641
H 0.8361 0.8865 -0.8446
H -3.2655 0.5021 0.3164
H 0.3560 3.1226 -1.7264
H -3.3591 2.9627 0.5804
H -1.1136 5.0441 -1.1587
H -2.2438 -1.4337 -1.6493
H -1.1484 -2.7016 -1.4007
*
```

Values from the calculation:
Orbital gap (spin up / spin down): 2.47 / 6.47 eV
Electronic energy: -465.77845 a.u.
E_LUMO (spin up / spin down): 3.257 / 3.204 eV
Relative energy (zero: lowest compared OMol25 entry of this formula, charge and spin): 28.9 kcal per mole

***

Record 7
This record from OMol25 describes a 4-piece molecular cluster, C19H47N4O11S overall. The level of theory is wB97M-V/def2-TZVPD.

```
! RIJCOSX wB97M-V def2-TZVPD def2/J DEFGRID3
* xyz -1 1
O 1.5851 1.6943 -1.0148
N 1.0800 2.2580 -1.9461
O 2.1193 2.5031 -2.7954
C 1.9825 3.7768 -3.4606
S 2.0444 5.2485 -2.3415
O 1.3670 6.3767 -3.1073
O 3.4899 5.6366 -2.1300
O 1.3007 5.0104 -0.9384
H 2.8743 3.8698 -4.1680
H 1.0631 3.8524 -4.1342
C -2.2751 4.5190 0.1135
O -1.4774 3.3572 0.2506
C -0.6207 3.3774 1.3913
C -1.1162 2.4162 2.4710
N -2.3461 2.8974 3.0940
C -3.0554 1.8930 3.8931
C -3.5059 0.5961 3.2012
O -4.5496 0.7622 2.2501
C -4.1281 1.2392 0.9811
H -2.6968 4.5192 -0.8921
H -3.1083 4.5128 0.8257
H -1.6835 5.4288 0.2439
H -0.4803 4.3894 1.7825
H 0.3540 3.0223 1.0454
H -0.3452 2.3067 3.2410
H -1.2644 1.4415 1.9934
H -2.9825 3.2211 2.3767
H -3.9521 2.3849 4.2860
H -2.4358 1.6354 4.7590
H -3.9238 -0.0514 3.9792
H -2.6708 0.0355 2.7669
H -3.1437 0.8579 0.6986
H -4.1365 2.3299 0.9693
H -4.8519 0.9063 0.2341
C -1.6075 -4.1548 -5.6988
O -2.5616 -3.5958 -4.8122
C -2.5501 -4.1786 -3.5080
C -1.9451 -3.2266 -2.4770
N -0.5083 -3.0703 -2.6726
C 0.0862 -1.9386 -1.9458
C -0.4508 -0.5265 -2.2263
O -0.1418 -0.0222 -3.5243
C -0.9812 -0.5002 -4.5593
H -1.8570 -3.8289 -6.7091
H -0.5997 -3.7949 -5.4717
H -1.6244 -5.2482 -5.6698
H -2.0519 -5.1534 -3.4987
H -3.5982 -4.3427 -3.2398
H -2.1278 -3.6183 -1.4712
H -2.4692 -2.2697 -2.5719
H -0.3149 -2.9356 -3.6567
H 1.1539 -1.9389 -2.1917
H 0.0132 -2.1373 -0.8720
H 0.0477 0.1466 -1.5273
H -1.5218 -0.4298 -2.0155
H -2.0115 -0.6483 -4.2252
H -0.5737 -1.4238 -4.9756
H -0.9845 0.2379 -5.3642
C 2.5419 -2.8809 5.1731
O 3.2414 -1.6862 4.8698
C 4.5003 -1.8998 4.2294
C 4.4460 -1.5160 2.7514
N 3.6343 -2.4556 1.9851
C 3.2642 -1.9871 0.6425
C 2.4739 -0.6746 0.5183
O 1.1374 -0.7408 1.0035
C 1.0078 -0.6321 2.4099
H 1.7360 -2.6315 5.8641
H 2.0898 -3.3121 4.2750
H 3.1945 -3.6188 5.6486
H 4.8625 -2.9237 4.3678
H 5.2101 -1.2305 4.7247
H 5.4613 -1.5052 2.3424
H 4.0436 -0.4994 2.6946
H 2.7771 -2.6479 2.4873
H 2.6563 -2.7807 0.1940
H 4.1736 -1.9109 0.0376
H 2.3840 -0.4575 -0.5489
H 3.0021 0.1818 0.9494
H 1.7468 0.0455 2.8448
H 1.0722 -1.6206 2.8697
H 0.0124 -0.2411 2.6315
*
```

Values from the calculation:
Orbital gap: 7.46 eV
Electronic energy: -2196.75633 a.u.
E_LUMO: 2.288 eV